Here is one molecule with the formula C3H7NS2 at a distorted geometry from the OMol25 dataset. Energies are from ωB97M-V/def2-TZVPD.

```
13
C3H7NS2 (ωB97M-V/def2-TZVPD)
S 0.76 -0.87 -0.31
S 0.85 2.13 -0.14
N -1.32 0.79 -0.14
C -2.16 -0.38 -0.01
C 0.00 0.72 -0.18
C 2.40 -0.51 0.08
H -1.67 1.73 -0.06
H -1.70 -1.33 -0.40
H 2.61 -1.12 0.93
H -2.32 -0.75 1.07
H 2.55 0.60 0.30
H 3.11 -0.81 -0.65
H -3.12 -0.18 -0.48
```

Output
SMILES string: CNC(=S)SC
E_tot: -969.61617 Eh
HOMO: -8.365 eV
LUMO energy: 0.7 eV
Kohn-Sham gap: 9.03 eV


Here is C13H24MgN6O2SSi as an isolated structure from the OMol25 dataset. Energies are from ωB97M-V/def2-TZVPD.

```
48
C13H24MgN6O2SSi (ωB97M-V/def2-TZVPD)
S -1.34 -1.60 -1.17
Si -0.53 2.29 2.12
Mg -0.42 1.26 -1.23
O -2.16 4.36 -2.92
O -0.66 2.76 -2.40
N -0.06 1.31 0.79
N 1.39 0.41 -0.71
N -0.13 -3.82 -2.12
N -2.61 1.25 -1.33
N -0.88 -4.01 -0.08
N -2.91 2.40 -2.10
C 2.50 -0.25 -1.07
C 1.13 0.71 0.61
C -0.18 -5.27 -0.30
C 2.08 0.35 1.59
C 3.23 -0.30 1.20
C -2.18 3.03 1.66
C 0.08 -5.23 -1.82
C -0.77 -3.17 -1.12
C 2.66 -0.57 -2.53
C -0.80 1.32 3.70
C 3.45 -0.63 -0.14
C -1.84 3.27 -2.50
C 0.69 3.65 2.45
H -1.52 0.51 3.54
H 4.34 -1.15 -0.45
H -0.80 -6.12 -0.01
H 0.31 4.35 3.20
H -2.13 3.57 0.70
H -1.19 -3.66 0.81
H -3.11 0.46 -1.71
H -0.15 -3.42 -3.04
H -0.62 -5.86 -2.36
H 3.96 -0.58 1.94
H 1.75 -0.33 -3.08
H -2.96 2.26 1.59
H 0.12 0.87 4.08
H 1.90 0.58 2.63
H -2.52 3.75 2.41
H -3.77 2.88 -1.89
H 0.75 -5.30 0.27
H -2.88 1.38 -0.36
H 0.89 4.22 1.54
H 1.65 3.26 2.81
H 1.10 -5.53 -2.06
H -1.19 1.97 4.49
H 3.48 0.00 -2.97
H 2.87 -1.63 -2.67
```

Output
E_tot: -1876.77832 Eh
HOMO: -7.557 eV
LUMO energy: 0.1 eV
Kohn-Sham gap: 7.64 eV


Here is one molecule with the formula C4H7NO2 from the OMol25 dataset. Energies are from ωB97M-V/def2-TZVPD.

```
14
C4H7NO2 (ωB97M-V/def2-TZVPD)
O 0.01 -0.88 0.53
O 2.82 0.82 -0.57
N -0.41 1.36 0.81
C -1.97 -0.13 -0.44
C 1.91 0.03 -0.61
C -0.74 0.23 0.34
C 1.41 -0.71 0.62
H -1.82 -1.01 -1.06
H 1.38 -0.20 -1.56
H 1.74 -0.16 1.50
H -2.74 -0.37 0.29
H -2.26 0.71 -1.07
H -1.13 2.05 0.58
H 1.80 -1.73 0.64
```

Output
SMILES string: [H]/N=C(\C)OCC=O
E_tot: -361.82043 Eh
HOMO: -9.904 eV
LUMO energy: 0.8 eV
Kohn-Sham gap: 10.70 eV


Here is C11H25ClI2N3OP2Zr as an isolated structure at a distorted geometry from the OMol25 dataset. Energies are from ωB97M-V/def2-TZVPD.

```
46
C11H25ClI2N3OP2Zr (ωB97M-V/def2-TZVPD)
I 0.12 -0.48 -4.23
I 0.13 2.16 -4.93
Zr 0.08 0.83 -0.16
Cl -0.01 2.32 1.78
P 2.85 1.05 -0.62
P -2.70 1.24 -0.49
O -0.39 -1.13 -0.87
N 0.92 -0.71 3.46
N 0.38 -0.99 1.22
N -0.57 -3.01 0.49
C -3.29 2.91 0.02
C -1.14 -3.82 -0.61
C 3.84 1.12 -2.18
C -0.30 -3.61 1.69
C 0.55 -1.54 2.47
C -3.66 1.12 -2.05
C 0.30 -2.89 2.69
C -0.17 -1.76 0.28
C 3.99 0.00 0.42
C -3.80 0.23 0.60
C 3.43 2.70 0.00
H 2.93 2.94 0.95
H 3.64 0.24 -2.81
H -2.10 -3.44 -0.95
H -0.44 -3.79 -1.43
H -3.41 1.98 -2.69
H -4.77 0.74 0.71
H -3.02 3.63 -0.76
H 3.68 0.03 1.47
H -3.31 0.14 1.59
H 3.19 3.47 -0.75
H 4.53 2.69 0.15
H 4.91 1.16 -1.95
H -2.82 3.19 0.97
H -1.25 -4.82 -0.20
H -4.73 1.13 -1.81
H -4.39 2.87 0.15
H 0.43 -3.32 3.67
H -3.94 -0.77 0.14
H 0.99 0.27 3.26
H 3.97 -1.04 0.06
H -0.69 -4.61 1.83
H 0.85 -1.03 4.42
H -3.40 0.18 -2.57
H 5.02 0.39 0.32
H 3.57 2.03 -2.73
```

Output
Net charge: +3
E_tot: -2458.15526 Eh
HOMO: -17.051 eV
LUMO energy: -11.6 eV
Kohn-Sham gap: 5.43 eV


Here is a 2-piece molecular cluster, C4H4O2 overall at a distorted geometry from the OMol25 dataset. Energies are from ωB97M-V/def2-TZVPD.

```
10
C4H4O2 (ωB97M-V/def2-TZVPD)
O 1.15 1.14 0.04
O -0.50 2.60 -0.71
C -1.35 -0.54 -0.18
C 0.33 1.87 -0.33
C -0.29 -1.16 0.29
C 1.00 -1.26 0.53
H 1.40 -0.76 1.42
H -1.06 0.40 -0.61
H 1.71 -1.53 -0.25
H -2.41 -0.76 -0.20
```

Output
SMILES string: C=C=C.O=C=O
E_tot: -305.22843 Eh
HOMO: -9.616 eV
LUMO energy: 0.5 eV
Kohn-Sham gap: 10.16 eV


Here is C27H52NO30S4 as an isolated structure at a distorted geometry from the OMol25 dataset. Energies are from ωB97M-V/def2-TZVPD.

```
114
C27H52NO30S4 (ωB97M-V/def2-TZVPD)
S -5.54 -1.36 0.05
S -1.16 -4.72 2.31
S -2.22 -1.33 -3.32
S 0.61 2.17 -5.67
O -0.19 4.49 -2.78
O 0.23 2.46 5.98
O 1.61 1.85 7.69
O -5.13 -2.74 0.45
O -0.95 -6.01 2.94
O -2.07 5.18 2.51
O -1.32 7.34 2.35
O 1.11 3.44 -5.29
O -6.65 -0.66 0.70
O 0.13 5.60 2.58
O -2.50 -2.69 -2.97
O 0.94 0.83 2.04
O 1.16 -0.52 0.37
O -4.09 -0.51 0.18
O -0.55 -3.47 2.75
O 0.75 1.53 0.01
O 0.44 1.68 -7.02
O 5.59 -1.05 -0.17
O -0.58 1.90 8.08
O 3.63 -1.45 6.72
O 3.71 -2.94 4.94
O 6.49 -1.02 -2.33
O -0.93 -1.34 -4.38
O -3.16 -0.37 -3.93
O -1.11 6.18 -3.88
O 2.58 -1.15 4.78
O 4.97 -2.46 -1.62
O 1.65 1.06 -4.95
O -0.76 -4.83 0.64
O -0.22 6.45 -1.75
N 0.76 0.60 0.84
C 4.25 -3.01 -0.53
C 3.36 -1.86 5.59
C -0.51 5.76 -2.86
C 0.37 -2.20 -6.28
C 0.32 2.12 7.34
C 0.23 5.50 -0.74
C -0.07 -4.14 -1.43
C 3.14 -3.06 3.73
C 2.33 -1.81 3.59
C 2.52 2.08 6.59
C -5.89 -1.48 -1.60
C -3.87 -0.32 1.50
C 5.80 -1.41 -1.48
C -1.53 3.85 2.39
C 1.50 2.08 5.34
C -2.46 0.26 1.57
C 0.02 4.23 2.48
C -2.83 -4.43 2.19
C 2.50 -0.13 -3.05
C 1.83 1.15 -3.57
C -1.13 6.15 2.42
C -1.51 -0.50 -1.94
C -1.03 -1.98 -5.60
C -0.50 -3.65 -0.09
C -1.02 1.88 -4.98
C 4.47 -1.85 0.39
C 0.31 4.24 -1.46
H -1.63 -1.40 -6.23
H 0.66 3.62 1.87
H -0.47 -0.94 -1.81
H 2.23 -0.34 -1.96
H 3.43 -0.07 -3.36
H -1.05 2.39 -3.93
H -3.23 -3.36 1.85
H -1.38 0.93 -5.05
H -2.50 1.11 1.04
H 1.03 -4.55 -1.35
H -3.36 -5.21 1.81
H 1.73 2.81 4.64
H -1.75 2.55 -5.33
H 0.78 -1.23 -6.44
H -1.39 -2.93 -0.54
H -2.25 -0.44 -1.29
H -0.43 5.73 0.03
H -0.33 3.66 -0.79
H -4.72 0.29 1.81
H -5.10 -1.99 -2.26
H -1.71 -0.45 1.22
H 0.91 1.27 -3.08
H 1.19 3.75 -1.51
H 2.54 -3.84 3.51
H 4.99 -2.10 1.33
H 3.11 1.14 6.44
H 0.05 3.63 3.54
H 2.91 -1.12 2.83
H 0.02 -3.38 -2.47
H -1.30 0.54 -2.20
H 1.29 -1.89 3.45
H 3.17 -2.85 -0.80
H -1.61 -3.03 -5.47
H 3.79 -3.32 2.96
H -2.02 0.47 2.44
H 3.14 2.91 6.50
H 4.30 -3.95 -0.20
H -1.78 3.47 1.44
H 2.28 2.05 -3.11
H 1.22 5.94 -0.27
H -1.98 3.24 3.36
H -5.97 -0.36 -1.98
H -3.09 -4.48 3.31
H -4.04 -1.31 2.17
H 0.10 -2.66 -7.19
H 0.11 -3.20 0.37
H 1.82 -0.77 -3.77
H 3.75 -1.13 0.45
H 1.37 1.02 4.98
H -0.60 -5.06 -1.74
H -6.97 -1.79 -1.86
H 0.89 -2.99 -5.71
```

Output
Net charge: -1
E_tot: -4964.22893 Eh
HOMO: -7.188 eV
LUMO energy: 1.7 eV
Kohn-Sham gap: 8.85 eV


Here is one molecule with the formula C4H7NO from the OMol25 dataset. Energies are from ωB97M-V/def2-TZVPD.

```
13
C4H7NO (ωB97M-V/def2-TZVPD)
O 0.35 2.22 1.25
N -0.14 0.30 0.11
C 0.60 1.07 0.96
C 0.11 -1.08 -0.06
C -1.37 0.86 -0.41
C 1.26 -1.59 -0.49
H 1.41 -2.67 -0.52
H -2.19 0.77 0.30
H 1.46 0.52 1.36
H -0.71 -1.74 0.19
H 2.09 -0.96 -0.76
H -1.64 0.35 -1.33
H -1.18 1.92 -0.58
```

Output
SMILES string: C=CN(C)C=O
E_tot: -286.58608 Eh
HOMO: -9.303 eV
LUMO energy: 0.9 eV
Kohn-Sham gap: 10.23 eV


Here is a 2-piece molecular cluster, C9H8BF3NO10S2 overall at a distorted geometry from the OMol25 dataset. Energies are from ωB97M-V/def2-TZVPD.

```
34
C9H8BF3NO10S2 (ωB97M-V/def2-TZVPD)
S -1.67 -3.03 -0.64
S 0.45 -3.86 1.44
F -3.36 4.53 -3.01
F -2.53 0.76 1.54
F -3.35 2.29 -3.49
O 0.13 2.93 -0.94
O 0.82 3.53 -3.74
O 1.70 -3.96 2.12
O -0.19 -2.39 1.64
O -0.92 -0.06 -0.79
O -1.41 3.58 -3.98
O 0.83 -3.71 -0.13
O -1.96 3.09 -1.73
O -1.40 2.62 1.86
O -0.50 -4.86 1.73
N -0.26 0.75 1.28
C 0.33 -1.58 0.55
C 1.81 -1.25 0.85
C 2.87 0.20 2.66
C -0.37 -0.25 0.25
C 0.11 -2.55 -0.63
C -0.30 3.44 -3.31
C -0.66 3.12 -1.83
C 2.02 -0.79 2.28
C -1.40 1.47 1.56
B -2.59 3.38 -3.07
H 0.42 -2.18 -1.60
H 3.95 0.16 2.53
H -1.58 -3.98 -1.58
H 1.43 -1.27 3.06
H 2.44 -2.12 0.64
H 2.16 -0.47 0.18
H 2.47 1.06 3.18
H 0.51 1.39 1.14
```

Output
Net charge: -1
E_tot: -2275.96790 Eh
HOMO: -6.587 eV
LUMO energy: 1.8 eV
Kohn-Sham gap: 8.43 eV


Here is C35H18Cl5N4O10S4Y as an isolated structure from the OMol25 dataset. Energies are from ωB97M-V/def2-TZVPD.

```
77
C35H18Cl5N4O10S4Y (ωB97M-V/def2-TZVPD)
Y -0.29 0.09 0.07
Cl -1.15 -2.41 -0.06
Cl 1.03 -2.70 -5.29
Cl -1.91 1.83 -5.63
Cl -1.67 2.19 -2.55
Cl -0.52 -0.60 -7.03
S 2.23 2.11 -1.89
S -1.04 -0.37 2.90
S -4.31 -2.97 2.53
S 2.07 -2.02 -1.45
O 3.48 0.82 -1.32
O 1.69 -1.07 -0.44
O -1.07 6.86 3.00
O 2.45 -3.33 -1.04
O -3.30 -4.33 2.36
O 0.91 -2.26 -2.48
O -4.98 -3.16 3.81
O 1.97 1.65 -3.24
O -3.18 6.58 2.24
O 1.18 1.77 -0.91
N -0.96 2.27 1.08
N 1.40 1.11 1.68
N -2.75 0.58 -0.02
N -3.27 -1.74 2.67
C 0.61 -4.46 3.68
C -0.11 -5.62 3.43
C -0.06 3.03 1.70
C -4.53 2.15 0.17
C 3.52 2.49 2.78
C -2.58 4.00 1.38
C -1.98 -1.82 2.84
C 3.63 1.14 2.52
C 0.00 -3.23 3.49
C 1.28 2.41 1.96
C -5.41 1.24 -0.39
C -0.36 4.31 2.16
C -0.45 -0.43 -5.31
C 0.23 -1.36 -4.54
C -1.00 0.74 -3.29
C 4.98 0.33 -3.06
C 4.93 -1.80 -4.19
C -2.00 6.24 2.47
C -3.20 1.79 0.34
C -4.94 0.00 -0.76
C -2.21 2.73 0.95
C 2.33 3.14 2.50
C -3.60 -0.29 -0.56
C 3.88 -2.19 -3.39
C -1.63 4.81 1.98
C 5.48 -0.53 -4.02
C 2.54 0.49 1.97
C 0.23 -1.21 -3.15
C -1.33 -3.13 3.06
C -1.42 -5.55 3.01
C -2.03 -4.31 2.83
C 3.91 -0.04 -2.23
C -0.39 -0.19 -2.47
C -1.07 0.64 -4.68
C 3.37 -1.32 -2.42
H 2.58 -0.56 1.73
H 4.54 0.59 2.73
H -3.18 -1.25 -0.81
H 4.35 3.05 3.19
H 1.64 -4.50 4.00
H -2.00 -6.44 2.80
H -5.59 -0.75 -1.20
H -6.45 1.51 -0.53
H 2.23 4.20 2.69
H 0.53 -2.31 3.66
H -3.57 4.40 1.28
H 5.32 -2.47 -4.95
H 3.45 -3.17 -3.49
H 6.30 -0.20 -4.65
H 0.35 4.94 2.67
H -4.88 3.13 0.47
H 0.36 -6.59 3.56
H 5.39 1.32 -2.92
```

Output
Net charge: -2
E_tot: -6248.42124 Eh
HOMO: -3.501 eV
LUMO energy: 3.7 eV
Kohn-Sham gap: 7.21 eV


Here is a 2-piece molecular cluster, C15H22N5O2 overall at a distorted geometry from the OMol25 dataset. Energies are from ωB97M-V/def2-TZVPD.

```
44
C15H22N5O2 (ωB97M-V/def2-TZVPD)
O 4.17 -0.01 0.52
O -0.22 -0.65 3.26
N -1.22 2.86 0.98
N 1.67 -0.55 4.40
N 2.76 -1.33 1.67
N -4.21 -1.49 -2.42
N -1.40 0.91 0.00
C -2.62 1.46 -4.91
C 0.82 -0.20 0.68
C 1.75 -0.29 1.92
C 1.00 -0.51 3.25
C 4.82 -2.28 0.80
C -0.07 2.15 1.28
C -2.33 -0.23 -3.20
C 3.89 -1.11 0.99
C -0.19 0.92 0.68
C -2.01 2.10 0.20
C -4.53 0.22 -4.09
C -3.99 1.20 -4.94
C 3.10 -0.33 4.62
C -1.79 0.76 -4.03
C -3.70 -0.50 -3.24
H -1.77 0.14 -0.54
H -3.59 -2.27 -2.23
H -5.60 0.02 -4.12
H 1.44 -0.08 -0.21
H -2.20 2.21 -5.58
H 3.49 0.47 3.98
H 5.20 -2.61 1.77
H 5.66 -1.97 0.18
H 2.27 0.66 2.01
H 1.10 -0.72 5.21
H -1.68 -0.81 -2.56
H -4.64 1.74 -5.62
H 0.29 -1.15 0.58
H -2.97 2.38 -0.21
H -1.42 3.81 1.28
H 3.27 -0.04 5.66
H 2.61 -2.26 2.03
H -0.72 0.96 -4.03
H 4.30 -3.10 0.31
H 0.78 2.50 1.86
H 3.66 -1.25 4.42
H -5.19 -1.72 -2.59
```

Output
Net charge: +1
E_tot: -1008.87498 Eh
HOMO: -10.564 eV
LUMO energy: -2.7 eV
Kohn-Sham gap: 7.91 eV


Here is a 2-piece molecular cluster, C4H10N2O3 overall at a distorted geometry from the OMol25 dataset. Energies are from ωB97M-V/def2-TZVPD.

```
19
C4H10N2O3 (ωB97M-V/def2-TZVPD)
O -0.59 0.63 -3.24
O -2.24 -0.03 -2.10
O -0.64 0.93 -1.10
N -1.26 -1.45 -0.25
N -1.15 0.52 -2.17
C -0.77 -0.35 0.39
C 1.65 -0.69 0.28
C 0.48 -0.06 1.09
C 0.62 1.38 1.33
H -1.98 -1.21 -0.87
H -0.58 -2.01 -0.74
H 1.61 -0.34 -0.69
H 0.35 -0.57 2.03
H 1.60 -1.76 0.13
H -1.62 0.30 0.84
H 0.33 2.06 0.50
H 1.71 1.62 1.64
H 2.56 -0.53 0.83
H -0.08 1.57 2.12
```

Output
E_tot: -493.46420 Eh
HOMO: -9.813 eV
LUMO energy: 0.4 eV
Kohn-Sham gap: 10.25 eV


Here is a 9-piece molecular cluster, C4H26N8O9 overall at a distorted geometry from the OMol25 dataset. Energies are from ωB97M-V/def2-TZVPD.

```
47
C4H26N8O9 (ωB97M-V/def2-TZVPD)
O 2.01 -5.41 0.65
O -1.52 2.23 -0.51
O 0.12 -0.17 0.24
O 3.40 -0.77 0.03
O 1.73 2.40 0.42
O -0.53 -0.38 -2.43
O 0.94 2.03 -2.53
O -1.50 2.04 2.56
O -0.18 -2.14 4.71
N -2.01 -1.71 -3.51
N 1.93 -3.60 -0.74
N -3.17 3.55 0.27
N -0.81 -1.22 2.72
N 3.09 -3.49 1.27
N 1.41 -1.73 3.17
N -1.59 4.39 -1.23
N -2.79 -0.01 -2.13
C -2.07 3.35 -0.51
C 0.11 -1.70 3.61
C -1.72 -0.69 -2.65
C 2.33 -4.25 0.41
H 4.08 -0.31 -0.47
H -3.59 4.45 0.39
H -2.62 0.76 -1.51
H -3.66 -0.10 -2.61
H -2.94 -2.08 -3.59
H 3.36 -3.87 2.15
H 3.44 -2.62 0.92
H 1.64 -1.44 2.24
H -1.24 -2.09 -4.03
H 0.66 2.69 -3.18
H -0.42 0.62 0.08
H -0.92 1.33 2.84
H 2.42 3.05 0.26
H 0.18 1.42 -2.45
H -1.18 2.28 1.67
H -2.03 5.29 -1.16
H 0.31 -0.51 -0.65
H 1.18 2.42 -0.39
H -0.74 4.25 -1.74
H -3.52 2.75 0.77
H 2.23 -2.66 -0.94
H -0.42 -0.90 1.84
H 2.81 -0.06 0.34
H 2.14 -2.01 3.80
H 1.44 -4.19 -1.38
H -1.77 -1.17 3.01
```

Output
SMILES string: NC(N)=O.NC(N)=O.NC(N)=O.NC(N)=O.O.O.O.O.O
E_tot: -1283.41174 Eh
HOMO: -8.828 eV
LUMO energy: -0.1 eV
Kohn-Sham gap: 8.71 eV